Record 1
{
  "formula": "C58H59F4IN3O9S",
  "method": "wB97M-V/def2-TZVPD",
  "lumo_ev": -4.1,
  "charge": 1,
  "gap_ev": 7.240,
  "elements": ["C", "C", "C", "O", "C", "N", "C", "C", "I", "C", "C", "C", "C", "C", "N", "C", "C", "C", "C", "C", "C", "C", "C", "C", "C", "C", "N", "C", "C", "C", "C", "O", "C", "C", "C", "O", "F", "S", "O", "O", "C", "F", "F", "F", "H", "H", "H", "H", "H", "H", "H", "H", "H", "H", "H", "H", "H", "H", "H", "H", "H", "H", "H", "H", "H", "H", "H", "H", "H", "H", "H", "H", "H", "H", "H", "H", "H", "H", "H", "H", "H", "H", "H", "H", "H", "H", "H", "C", "C", "C", "C", "C", "C", "C", "O", "C", "C", "C", "C", "C", "C", "C", "O", "H", "H", "H", "H", "H", "H", "H", "H", "C", "C", "C", "C", "C", "C", "C", "O", "C", "C", "C", "C", "C", "C", "C", "O", "H", "H", "H", "H", "H", "H", "H", "H"],
  "coordinates": [[-1.475, -0.035, 5.687], [-0.493, 1.042, 5.126], [-0.577, 1.153, 3.589], [-0.894, -0.141, 3.074], [-1.169, -0.167, 1.714], [0.050, -0.423, 0.884], [0.653, 0.550, 0.277], [0.287, 2.016, 0.318], [1.857, 3.322, -0.434], [-1.070, 2.355, -0.427], [-0.964, 3.041, -1.812], [1.853, -0.082, -0.465], [1.990, 0.088, -2.004], [3.455, 0.286, -2.413], [4.158, 1.225, -1.948], [2.030, -1.485, 0.212], [2.370, -2.657, -0.781], [3.878, -2.848, -1.133], [4.585, -3.922, -0.297], [4.185, -5.235, -0.517], [4.743, -6.302, 0.168], [5.755, -6.019, 1.079], [6.161, -4.717, 1.296], [5.595, -3.648, 0.613], [3.218, -1.325, 1.197], [3.061, -0.415, 2.450], [4.284, 0.417, 2.627], [4.160, 1.711, 1.934], [5.344, 2.626, 2.398], [4.366, 0.587, 4.079], [3.505, 1.599, 4.843], [5.108, -0.122, 4.713], [0.586, -1.806, 0.733], [-0.442, -2.464, -0.254], [-0.681, -1.724, -1.567], [-0.436, -2.183, -2.645], [-1.306, -0.496, -1.561], [0.416, -2.885, 2.237], [-0.968, -3.104, 2.555], [1.034, -2.314, 3.397], [1.179, -4.572, 2.047], [0.656, -5.302, 1.069], [0.900, -5.187, 3.191], [2.499, -4.496, 1.984], [-1.543, 0.131, 6.769], [-2.444, 0.014, 5.178], [-1.036, -1.029, 5.531], [0.519, 0.684, 5.370], [-0.643, 2.015, 5.609], [-1.228, 1.964, 3.218], [0.450, 1.393, 3.234], [-1.893, -0.981, 1.561], [-1.680, 0.761, 1.426], [0.167, 2.348, 1.354], [-1.737, 1.491, -0.537], [-1.609, 3.064, 0.223], [-1.959, 2.942, -2.281], [-0.810, 4.123, -1.725], [-0.260, 2.566, -2.505], [2.699, 0.538, -0.105], [1.491, 1.042, -2.256], [1.500, -0.678, -2.611], [3.916, -0.411, -3.136], [5.109, 1.193, -2.314], [2.018, -3.635, -0.416], [1.857, -2.527, -1.746], [4.451, -1.911, -1.175], [3.905, -3.239, -2.165], [3.408, -5.437, -1.259], [4.368, -7.303, -0.033], [6.221, -6.854, 1.603], [6.954, -4.562, 2.028], [5.947, -2.629, 0.781], [4.086, -0.924, 0.654], [3.537, -2.314, 1.556], [3.068, -1.084, 3.323], [2.121, 0.164, 2.526], [4.363, 1.535, 0.865], [3.194, 2.212, 2.113], [5.080, 3.271, 3.239], [5.684, 3.222, 1.537], [6.197, 1.974, 2.638], [3.202, 1.251, 5.834], [4.136, 2.489, 5.006], [2.628, 1.966, 4.283], [-0.157, -3.485, -0.540], [-1.442, -2.574, 0.200], [-3.659, -6.844, 2.143], [-3.159, -5.694, 2.745], [-3.969, -4.579, 2.894], [-5.278, -4.606, 2.430], [-5.772, -5.753, 1.805], [-4.962, -6.874, 1.673], [-7.157, -5.782, 1.259], [-7.588, -6.780, 0.719], [-7.997, -4.561, 1.383], [-9.272, -4.550, 0.831], [-10.069, -3.423, 0.950], [-9.599, -2.304, 1.631], [-8.327, -2.307, 2.179], [-7.518, -3.430, 2.050], [-6.142, -3.408, 2.612], [-5.726, -2.430, 3.203], [-3.028, -7.718, 2.036], [-2.136, -5.668, 3.101], [-3.578, -3.688, 3.368], [-5.348, -7.767, 1.201], [-9.641, -5.420, 0.304], [-11.060, -3.415, 0.515], [-10.226, -1.427, 1.729], [-7.961, -1.435, 2.704], [-3.780, 8.609, -6.099], [-3.264, 9.126, -7.284], [-1.981, 8.795, -7.686], [-1.202, 7.954, -6.901], [-1.712, 7.454, -5.700], [-3.006, 7.775, -5.309], [-0.877, 6.592, -4.824], [-1.317, 6.150, -3.779], [0.517, 6.286, -5.246], [1.328, 5.530, -4.411], [2.623, 5.223, -4.793], [3.111, 5.666, -6.020], [2.307, 6.426, -6.854], [1.011, 6.746, -6.466], [0.168, 7.593, -7.354], [0.592, 7.982, -8.421], [-4.786, 8.862, -5.792], [-3.866, 9.787, -7.893], [-1.583, 9.194, -8.610], [-3.407, 7.379, -4.386], [0.949, 5.183, -3.458], [3.256, 4.637, -4.138], [4.121, 5.421, -6.322], [2.688, 6.774, -7.805]],
  "mulliken_charge": [-1.170, -0.550, 0.678, 0.119, -1.468, 1.042, -0.029, -0.809, 0.143, -0.124, -1.840, 0.471, 0.091, -1.067, -0.258, 2.578, -1.202, -1.458, 0.241, -0.260, -0.812, -0.479, -0.900, 0.053, -1.010, -1.705, 0.206, 0.440, -1.555, 0.837, -1.088, -0.576, -0.962, -0.102, -0.398, -0.466, -0.183, 1.540, -0.515, -0.616, 0.559, -0.229, -0.190, -0.157, 0.452, 0.278, 0.190, 0.042, 0.487, 0.387, -0.687, 0.333, 0.724, 0.516, 0.393, 0.455, 0.473, 0.477, 0.242, -0.544, -0.049, 0.253, 0.478, 0.286, 0.436, 0.297, 0.410, 0.574, 0.380, 0.422, 0.394, 0.402, 0.440, 0.910, 0.398, 1.068, -0.452, 0.206, -0.105, 0.304, 0.467, 0.358, 0.346, 0.320, 0.218, 0.496, 0.748, -0.655, -0.481, -0.911, 0.397, 0.284, -0.588, 0.597, -0.652, 0.152, -0.558, -0.476, -0.502, -0.499, 0.157, 0.538, -0.697, 0.423, 0.545, 0.647, 0.493, 0.475, 0.409, 0.400, 0.475, -0.492, -0.481, -0.572, 0.155, 0.221, -0.499, 0.464, -0.705, 0.202, -0.374, -0.525, -0.508, -0.653, 0.302, 0.572, -0.650, 0.409, 0.406, 0.475, 0.460, 0.439, 0.456, 0.398, 0.485]
}



Record 2
{
  "formula": "C5H7ClO3",
  "method": "wB97M-V/def2-TZVPD",
  "lumo_ev": 0.6,
  "charge": 0,
  "smiles": "CC(=O)OCCC(=O)Cl",
  "de_lowest_ev": 0.000,
  "gap_ev": 11.283,
  "elements": ["C", "C", "O", "O", "C", "C", "C", "O", "Cl", "H", "H", "H", "H", "H", "H", "H"],
  "coordinates": [[1.827, -0.878, -0.267], [1.712, 0.168, 0.818], [2.255, 0.093, 1.877], [0.988, 1.285, 0.517], [-0.181, 1.134, -0.286], [-1.245, 0.303, 0.432], [-2.193, -0.356, -0.533], [-2.218, -0.230, -1.709], [-3.356, -1.426, 0.288], [2.517, -1.640, 0.081], [2.193, -0.427, -1.190], [0.862, -1.345, -0.472], [0.050, 0.720, -1.268], [-0.549, 2.145, -0.447], [-1.849, 0.928, 1.094], [-0.812, -0.474, 1.067]],
  "nbo_charge": [-0.746, 0.793, -0.540, -0.513, -0.075, -0.559, 0.573, -0.492, -0.079, 0.250, 0.240, 0.228, 0.196, 0.211, 0.260, 0.253]
}



Record 3
{
  "formula": "C3H9Cl2NSi",
  "method": "wB97M-V/def2-TZVPD",
  "lumo_ev": 0.8,
  "charge": 0,
  "de_lowest_ev": 5.729,
  "gap_ev": 9.356,
  "elements": ["C", "C", "C", "N", "Si", "Cl", "Cl", "H", "H", "H", "H", "H", "H", "H", "H", "H"],
  "coordinates": [[2.993, 0.567, -0.011], [2.118, -0.477, 2.067], [0.789, -0.636, 0.200], [1.947, -0.200, 0.620], [-4.911, 0.083, -1.653], [-3.020, -0.098, -2.247], [0.336, -0.096, -1.419], [3.959, 0.390, 0.292], [2.987, 0.379, -1.031], [2.905, 1.603, 0.130], [1.204, -0.949, 2.432], [3.063, -1.074, 2.428], [2.026, 0.513, 2.613], [-5.332, 0.518, -0.326], [-5.831, 0.894, -2.424], [-5.234, -1.416, -1.670]],
  "nbo_charge": [-0.433, -0.419, 0.073, -0.425, 0.861, -0.343, -0.098, 0.211, 0.224, 0.208, 0.247, 0.211, 0.201, -0.174, -0.173, -0.171]
}



Record 4
{
  "formula": "C3H6N2O2",
  "method": "wB97M-V/def2-TZVPD",
  "spin_multiplicity": 2,
  "lumo_ev": [-4.0, -10.4],
  "charge": 1,
  "de_lowest_ev": 1.113,
  "gap_ev": [11.898, 5.160],
  "elements": ["O", "C", "N", "C", "N", "O", "C", "H", "H", "H", "H", "H", "H"],
  "coordinates": [[1.968, -0.527, -1.293], [1.094, -0.672, -0.475], [0.363, 0.605, -0.338], [-0.790, 0.812, 0.293], [-1.403, 2.019, 0.061], [-1.369, -0.037, 1.016], [0.650, -1.809, 0.290], [0.761, 1.224, -1.036], [-0.914, 2.763, -0.488], [-2.248, 2.208, 0.522], [-0.382, -2.199, 0.251], [0.950, -1.751, 1.360], [1.320, -2.635, -0.162]],
  "nbo_charge": [-0.400, 0.692, -0.409, 0.662, -0.420, -0.555, -0.774, 0.442, 0.429, 0.447, 0.309, 0.298, 0.280]
}



Record 5
{
  "formula": "C16H40NO11S2",
  "method": "wB97M-V/def2-TZVPD",
  "lumo_ev": 2.1,
  "charge": -1,
  "de_lowest_ev": 0.000,
  "gap_ev": 8.375,
  "elements": ["C", "C", "C", "C", "O", "S", "O", "O", "N", "S", "O", "O", "C", "C", "C", "C", "C", "C", "O", "C", "C", "O", "H", "H", "H", "H", "H", "H", "H", "H", "H", "H", "H", "H", "H", "H", "H", "H", "H", "H", "H", "H", "H", "H", "H", "H", "C", "O", "H", "H", "H", "H", "C", "O", "H", "H", "H", "H", "C", "O", "H", "H", "H", "H", "C", "O", "H", "H", "H", "H"],
  "coordinates": [[1.639, 3.841, -0.594], [0.748, 3.650, -1.831], [-0.700, 3.361, -1.433], [-1.566, 2.786, -2.558], [-0.776, 1.875, -3.329], [-1.549, 1.152, -4.558], [-2.187, 2.248, -5.265], [-0.487, 0.474, -5.255], [-2.708, 0.220, -3.994], [-2.363, -1.101, -3.135], [-3.193, -2.190, -3.623], [-0.951, -1.387, -2.973], [-3.004, -0.793, -1.488], [-2.016, -0.140, -0.521], [-2.193, -0.674, 0.907], [-1.091, -0.165, 1.842], [0.185, -1.001, 1.687], [1.469, -0.191, 1.932], [2.541, -0.873, 1.227], [3.494, -0.062, 0.706], [4.295, -0.752, -0.362], [3.682, 1.071, 1.082], [2.667, 4.028, -0.913], [1.307, 4.692, 0.004], [1.656, 2.934, 0.012], [0.795, 4.564, -2.428], [1.166, 2.841, -2.427], [-0.709, 2.663, -0.595], [-1.165, 4.305, -1.136], [-1.983, 3.565, -3.197], [-2.409, 2.232, -2.139], [-3.933, -0.233, -1.586], [-3.262, -1.792, -1.127], [-2.241, 0.925, -0.468], [-0.991, -0.277, -0.869], [-3.168, -0.338, 1.269], [-2.221, -1.766, 0.909], [-0.911, 0.898, 1.660], [-1.441, -0.265, 2.874], [0.267, -1.394, 0.671], [0.170, -1.850, 2.372], [1.341, 0.818, 1.548], [1.691, -0.157, 3.000], [4.931, -1.504, 0.109], [4.901, -0.008, -0.871], [3.644, -1.269, -1.066], [4.032, -2.901, 3.901], [2.672, -2.590, 3.649], [4.064, -3.587, 4.745], [4.496, -3.388, 3.038], [4.609, -2.006, 4.156], [2.650, -1.981, 2.901], [1.561, 3.337, -6.008], [0.473, 4.012, -5.402], [2.235, 4.093, -6.409], [2.108, 2.725, -5.282], [1.223, 2.691, -6.822], [-0.113, 3.328, -5.053], [-3.542, -4.411, 1.684], [-3.779, -3.287, 2.521], [-4.126, -4.272, 0.778], [-2.486, -4.490, 1.410], [-3.856, -5.343, 2.166], [-3.256, -3.394, 3.319], [-0.026, -2.297, 6.078], [-1.404, -2.586, 5.863], [0.563, -3.047, 5.557], [0.236, -1.313, 5.679], [0.214, -2.334, 7.144], [-1.922, -1.919, 6.317]],
  "nbo_charge": [-0.597, -0.402, -0.414, -0.073, -0.740, 2.484, -0.989, -0.951, -1.243, 2.307, -0.981, -0.979, -0.669, -0.426, -0.372, -0.390, -0.437, -0.071, -0.548, 0.806, -0.719, -0.590, 0.205, 0.189, 0.198, 0.204, 0.220, 0.189, 0.200, 0.196, 0.183, 0.233, 0.229, 0.193, 0.235, 0.199, 0.201, 0.193, 0.199, 0.223, 0.209, 0.204, 0.180, 0.232, 0.238, 0.250, -0.246, -0.740, 0.177, 0.161, 0.160, 0.483, -0.242, -0.742, 0.158, 0.160, 0.171, 0.487, -0.250, -0.727, 0.189, 0.166, 0.156, 0.468, -0.249, -0.730, 0.199, 0.164, 0.154, 0.462]
}



Record 6
{
  "formula": "C21H42F6O21PPd",
  "method": "wB97M-V/def2-TZVPD",
  "spin_multiplicity": 3,
  "lumo_ev": [-5.2, -5.3],
  "charge": 1,
  "gap_ev": [8.065, 7.798],
  "elements": ["Pd", "P", "F", "F", "F", "F", "F", "F", "C", "O", "C", "O", "O", "C", "H", "H", "H", "H", "H", "H", "C", "O", "C", "O", "O", "C", "H", "H", "H", "H", "H", "H", "C", "O", "C", "O", "O", "C", "H", "H", "H", "H", "H", "H", "C", "O", "C", "O", "O", "C", "H", "H", "H", "H", "H", "H", "C", "O", "C", "O", "O", "C", "H", "H", "H", "H", "H", "H", "C", "O", "C", "O", "O", "C", "H", "H", "H", "H", "H", "H", "C", "O", "C", "O", "O", "C", "H", "H", "H", "H", "H", "H"],
  "coordinates": [[22.878, 17.313, 28.176], [25.502, 14.661, 28.771], [26.749, 13.626, 29.087], [24.491, 13.799, 29.704], [25.991, 15.667, 30.009], [24.219, 15.598, 28.432], [26.466, 15.539, 27.704], [25.076, 13.792, 27.452], [27.508, 18.289, 29.214], [27.196, 19.025, 28.070], [26.029, 19.031, 27.460], [25.068, 18.274, 27.692], [26.054, 19.927, 26.470], [27.048, 20.992, 26.425], [27.550, 17.203, 29.124], [26.708, 18.493, 29.926], [28.473, 18.590, 29.620], [26.791, 21.653, 25.597], [28.077, 20.648, 26.321], [27.033, 21.564, 27.353], [24.988, 20.399, 31.046], [24.866, 19.161, 31.782], [24.101, 18.135, 31.309], [23.504, 18.004, 30.264], [24.291, 17.172, 32.260], [23.714, 15.877, 32.274], [25.752, 21.066, 31.445], [24.067, 20.982, 31.064], [25.207, 20.218, 29.994], [23.904, 15.326, 33.196], [23.965, 15.249, 31.419], [22.634, 16.021, 32.298], [19.631, 15.396, 24.144], [20.324, 15.773, 25.383], [21.317, 15.064, 25.976], [21.883, 15.383, 27.001], [21.517, 13.957, 25.277], [22.439, 13.013, 25.896], [19.488, 14.323, 24.022], [20.284, 15.662, 23.313], [18.675, 15.905, 24.024], [23.478, 13.245, 25.662], [22.317, 11.984, 25.559], [22.209, 12.946, 26.959], [21.249, 19.152, 24.408], [22.425, 18.448, 24.000], [23.234, 17.822, 24.837], [23.049, 17.691, 26.023], [24.250, 17.358, 24.124], [25.220, 16.531, 24.675], [20.853, 19.823, 23.646], [21.520, 19.884, 25.168], [20.457, 18.485, 24.748], [25.906, 17.136, 25.267], [25.822, 15.992, 23.943], [24.730, 15.776, 25.290], [18.349, 20.227, 26.742], [19.521, 19.699, 27.321], [19.620, 18.399, 27.733], [20.699, 17.866, 27.924], [18.427, 17.894, 27.936], [18.247, 16.542, 28.242], [18.529, 21.215, 26.319], [17.669, 20.251, 27.594], [18.018, 19.597, 25.916], [17.182, 16.320, 28.297], [18.623, 16.268, 29.228], [18.705, 15.906, 27.485], [23.383, 22.055, 27.069], [22.612, 21.896, 28.303], [22.286, 20.656, 28.699], [22.698, 19.660, 28.222], [21.723, 20.720, 29.905], [21.414, 21.923, 30.630], [23.078, 21.406, 26.248], [24.415, 21.843, 27.347], [23.398, 23.120, 26.834], [20.989, 21.570, 31.569], [20.697, 22.541, 30.089], [22.310, 22.500, 30.857], [21.514, 13.301, 29.739], [20.639, 14.251, 30.395], [20.883, 15.512, 30.341], [21.832, 16.041, 29.705], [19.926, 16.048, 31.136], [19.962, 17.433, 31.575], [22.439, 13.705, 29.327], [21.004, 12.856, 28.885], [21.825, 12.427, 30.310], [19.063, 17.787, 32.079], [20.104, 18.144, 30.761], [20.833, 17.598, 32.210]],
  "mulliken_charge": [0.580, 1.508, -0.380, -0.382, -0.388, -0.344, -0.361, -0.328, -0.280, -0.469, -0.348, 1.444, -0.334, -0.826, 0.105, 0.001, 0.328, 0.267, 0.326, 0.335, 0.073, -0.480, 0.083, 0.659, -0.483, -0.077, 0.369, -0.079, -0.168, 0.352, -0.003, -0.047, -0.975, -0.039, 0.056, 0.555, -0.485, -0.396, 0.381, 0.342, 0.268, 0.234, 0.339, -0.070, -0.222, -0.508, 0.680, 0.180, -0.509, -0.315, 0.433, -0.179, 0.072, 0.095, 0.371, -0.012, -0.879, -0.111, -0.094, 0.606, -0.466, -0.181, 0.226, 0.356, 0.303, 0.379, -0.058, 0.007, -0.299, -0.511, -0.253, 0.653, -0.265, -0.866, 0.025, 0.062, 0.354, 0.261, 0.298, 0.332, -0.337, -0.414, 0.170, 0.512, -0.507, -0.328, -0.220, 0.357, 0.448, 0.349, -0.115, 0.259]
}



Quick rundown of molecular weight, same order as above: 1177.08 150.56 158.10 102.09 486.63 881.93 g/mol